Entry from the OMol25 dataset: a structure of composition C22H35O3Tc (the ωB97M-V functional and the def2-TZVPD basis).

Calculated values
Multiplicity: 4
Largest force on an atom: 3.71 eV/Å
DFT total energy: -31710.5632 eV
Orbital gap (spin up / spin down): 0.2570 / 0.2486 hartree
Relative energy (zero: lowest compared OMol25 entry of this formula, charge and spin): 47.47 kcal/mol
⟨S²⟩: 3.780
Net charge: +1
LUMO level (spin up / spin down): -3.679 / -4.863 eV

Element x y z (Å)
1 C 1.17671 -2.29152 -4.00934
2 C -2.01983 -3.90439 -7.40438
3 H 2.42758 -1.17349 -1.22325
4 H 0.90914 2.93396 -1.28337
5 H -1.67105 2.49763 1.40128
6 H 1.60267 -2.81851 -1.20188
7 C 1.53674 0.82292 -1.74443
8 H -3.82705 1.14052 0.42756
9 H -2.29822 2.86911 -1.57054
10 C -1.77263 3.08738 0.48299
11 H 1.56452 -3.23242 -4.44495
12 H -0.79198 3.51044 0.23753
13 C -2.18172 -1.15615 1.10264
14 H -4.11191 -3.54276 -6.87744
15 C -2.84757 -1.88483 -6.23328
16 H -2.47044 -2.41617 -1.94115
17 H 1.51420 2.30587 1.28516
18 Tc 0.07949 0.26772 -0.20518
19 C 2.06689 -0.21018 -0.89691
20 H -1.41535 -3.76781 -8.30077
21 H 2.54205 -0.20953 1.29445
22 C -2.31603 2.25102 -0.65750
23 H -3.50086 -2.56939 -8.23211
24 C -0.99641 -3.50845 -3.23493
25 C 0.23720 -2.64221 -2.87951
26 C -1.15457 -1.99482 0.60135
27 H -1.29623 -2.95342 0.11604
28 H -0.66067 -3.54361 -4.26868
29 H -3.56757 -1.94721 -5.37956
30 C -3.23449 -3.00361 -7.26516
31 H -2.45071 3.92549 0.68470
32 H 1.34064 -4.27067 -2.19353
33 H -0.05435 -3.52676 -6.41004
34 O -1.53097 -2.16516 -5.67532
35 H -4.42193 2.62667 -0.35234
36 H 0.05928 -3.70981 -1.05725
37 H 1.05204 -2.01760 1.05232
38 H -2.26709 -4.97054 -7.31029
39 C -1.86351 -2.30844 -2.84748
40 C 0.85282 -3.38876 -1.74182
41 H -1.15271 -4.52074 -2.84677
42 O -1.52703 1.09515 -0.99425
43 H 0.51364 0.22898 2.51539
44 H -2.12050 0.66123 2.41721
45 H -2.44703 -1.83553 -3.67362
46 H -4.06169 1.18311 -1.32737
47 C 0.11665 -1.45887 1.03121
48 C -1.59471 -0.08285 1.81928
49 C -1.14938 -3.48753 -6.21724
50 H 1.39873 0.74103 -2.82155
51 C 1.27482 1.97485 -0.93359
52 H -3.24553 -1.35292 1.01786
53 H 2.01897 -1.67891 -3.63950
54 H -1.36338 -4.27578 -5.45626
55 H -2.93052 -0.87783 -6.69425
56 O -0.62530 -1.50219 -2.68281
57 C 2.12683 0.30755 0.43827
58 C -3.74144 1.77516 -0.46474
59 H 0.67697 -1.68895 -4.78444
60 C 1.60375 1.64861 0.43274
61 C -0.16334 -0.24983 1.80930